Entry 1:
DFT (ωB97M-V with the def2-TZVPD basis set) results for 2 unconnected molecules or ions with the total composition C3H8NO in a non-equilibrium geometry.

```
13
Properties=species:S:1:pos:R:3
C 1.44986 0.77947 1.40297
C -2.90041 -1.84393 -2.92950
C 0.20831 0.19707 0.79382
N -2.34044 -1.25934 -2.11962
O 0.21097 0.78883 -0.59140
H 1.28192 1.86931 1.39443
H 1.51593 0.30197 2.34228
H 2.35073 0.48150 0.90863
H 0.21672 -0.01433 -1.07460
H -3.71192 -2.37113 -3.36785
H -0.64243 1.32763 -0.62078
H -0.63361 0.61683 1.40903
H 0.06249 -0.87768 0.76545
```

## Properties
total charge: +1
E_HOMO (spin up / spin down): -9.977 / -16.728 eV
⟨S²⟩: 2.00
multiplicity: 3
Kohn-Sham gap (spin up / spin down): 5.86 / 9.02 eV
calculated total energy: -6762.4411 eV

***

Entry 2:
DFT (ωB97M-V with the def2-TZVPD basis set) results for 2 unconnected molecules or ions with the total composition CH2O3PS2 in a non-equilibrium geometry.

```
9
Properties=species:S:1:pos:R:3
C -0.41292 -1.09448 0.38248
O 2.16743 0.22213 1.45519
O 0.08209 0.09070 2.68686
O 1.11618 2.29742 2.25415
P -0.67335 0.66678 0.24707
S -0.46316 -2.04322 -0.87684
S 0.92839 0.88269 1.85002
H -0.20099 -1.41151 1.42844
H -0.14309 1.05954 -2.05967
```

## Properties
total charge: -1
E_HOMO (spin up / spin down): -4.752 / -4.911 eV
Kohn-Sham gap (spin up / spin down): 7.07 / 6.99 eV
calculated total energy: -38168.9580 eV

***

Entry 3:
DFT (ωB97M-V with the def2-TZVPD basis set) results for C16H16N2O4S in the gas phase.

```
39
Properties=species:S:1:pos:R:3
C 0.84522 4.10010 -0.92605
C 0.68740 3.47634 0.45247
H -0.01458 4.06104 1.05456
H 1.64830 3.40338 0.96748
O 0.20847 2.13187 0.36708
C -1.14254 1.96895 0.27639
O -1.89766 2.90724 0.29703
C -1.53444 0.56277 0.16527
C -0.65851 -0.51142 0.08327
N 0.70950 -0.45973 0.09476
C 1.47541 -1.58647 -0.00344
O 0.96457 -2.68784 -0.09313
C 2.94075 -1.36912 0.01886
C 3.76468 -2.44716 0.34568
C 5.13469 -2.26442 0.36896
C 5.63307 -1.00511 0.06298
N 4.86344 0.01617 -0.27339
C 3.55709 -0.15881 -0.30165
H 2.99069 0.70901 -0.61664
H 6.69514 -0.80071 0.07893
H 5.80045 -3.07487 0.61972
H 3.31157 -3.39987 0.57696
H 1.11309 0.46297 0.20759
S -1.45560 -2.01985 -0.05215
C -3.01656 -1.22747 0.00142
C -2.89814 0.14025 0.11589
C -4.04064 1.08630 0.18454
H -3.99305 1.78174 -0.65179
H -3.97410 1.68179 1.09327
H -4.98176 0.54807 0.16146
C -4.23014 -2.03653 -0.07212
O -5.34971 -1.56685 -0.05345
C -3.99641 -3.52526 -0.17334
H -4.95319 -4.03847 -0.22158
H -3.43807 -3.87506 0.69233
H -3.41545 -3.75211 -1.06470
H 1.25635 5.10014 -0.82529
H 1.51394 3.50317 -1.54252
H -0.12327 4.16587 -1.41565
```

## Properties
E_HOMO: -8.539 eV
Kohn-Sham gap: 8.22 eV
calculated total energy: -38858.0833 eV
SMILES: CCOC(=O)c1c(NC(=O)c2cccnc2)sc(C(C)=O)c1C

***

Entry 4:
DFT (ωB97M-V with the def2-TZVPD basis set) results for C2H3BrF2 in the gas phase in a non-equilibrium geometry.

```
8
Properties=species:S:1:pos:R:3
C -0.85645 -0.30777 0.03675
C 0.53724 0.29564 -0.00557
F 0.71462 1.07879 1.09045
F 0.74164 1.07467 -1.11927
Br 2.14319 -0.93594 -0.01126
H -1.01238 -0.70403 -1.03598
H -0.89160 -1.04191 0.84636
H -1.37626 0.54055 0.19852
```

## Properties
E_HOMO: -10.795 eV
Kohn-Sham gap: 11.49 eV
calculated total energy: -77599.8983 eV
SMILES: CC(F)(F)Br